# C24H29N2O4PSSbSe4Sn

A molecular structure, C24H29N2O4PSSbSe4Sn (ωB97M-V/def2-TZVPD, OMol25).

## Properties
**Spin multiplicity**: 1
**Highest occupied orbital energy**: -4.98 eV
**Total energy**: -12142.3761 Eh
**Energy above the lowest of the compared OMol25 structures with the same formula, charge and spin**: 57.72 kcal per mole
**Charge**: -1
**E_LUMO**: 0.0482 Ha

XYZ file:
```
67
Properties=species:S:1:pos:R:3:lowdin_charge:R:1
Sn -1.246 -1.641 0.650 1.07
C 6.288 -2.181 -0.951 -0.10
C 5.758 -2.232 0.330 -0.09
C 4.383 -2.267 0.519 -0.09
C 3.519 -2.245 -0.571 -0.36
C 4.062 -2.216 -1.854 -0.11
C 5.435 -2.184 -2.046 -0.09
P 1.668 -2.092 -0.434 1.02
C 1.746 -0.247 -0.477 -0.41
C 2.283 0.562 0.522 -0.09
C 2.422 1.927 0.325 -0.08
C 2.097 2.495 -0.899 -0.09
C 1.634 1.686 -1.926 -0.10
C 1.438 0.332 -1.705 -0.13
C 1.468 -2.586 1.342 -0.49
C 1.483 -3.971 1.504 -0.13
C 1.128 -4.556 2.706 -0.07
C 0.763 -3.761 3.777 -0.08
C 0.732 -2.385 3.634 -0.08
C 1.049 -1.786 2.421 -0.19
H 7.360 -2.144 -1.097 0.10
H 6.418 -2.236 1.189 0.10
H 3.987 -2.313 1.526 0.10
H 3.398 -2.210 -2.712 0.10
H 5.839 -2.153 -3.050 0.10
H 2.639 0.127 1.446 0.10
H 2.809 2.547 1.125 0.10
H 2.222 3.559 -1.058 0.10
H 1.427 2.114 -2.899 0.10
H 1.037 -0.297 -2.493 0.10
H 1.738 -4.595 0.653 0.11
H 1.081 -5.634 2.787 0.11
H 0.457 -4.209 4.712 0.11
H 0.383 -1.769 4.451 0.12
H 0.988 -0.709 2.344 0.08
O -4.002 -3.064 2.174 -0.39
S -2.624 -3.060 2.605 0.26
O -1.744 -3.596 1.457 -0.50
O -2.118 -1.587 2.629 -0.52
O -2.360 -3.729 3.846 -0.30
Se -4.892 -0.210 -1.981 0.01
Sb -6.342 -1.622 -0.414 -0.11
Se -7.767 -0.182 0.839 -0.16
Se -7.272 -3.473 -1.581 -0.16
Se -3.753 -1.384 -0.227 0.05
C -1.054 4.255 1.072 -0.07
C -2.299 3.725 0.364 -0.21
N -2.026 3.197 -0.962 -0.09
C -2.246 4.102 -2.080 -0.22
C -3.718 4.262 -2.452 -0.07
C -1.734 1.870 -1.125 -0.45
C -1.838 1.302 -2.514 -0.06
N -1.392 1.076 -0.176 0.06
H -1.323 4.676 2.042 0.07
H -0.575 5.037 0.479 0.07
H -0.321 3.464 1.233 0.06
H -3.027 4.531 0.256 0.11
H -2.784 2.950 0.961 0.13
H -1.676 3.750 -2.937 0.10
H -1.828 5.073 -1.798 0.12
H -4.166 3.300 -2.701 0.06
H -3.819 4.926 -3.312 0.07
H -4.288 4.690 -1.627 0.07
H -1.042 1.678 -3.160 0.07
H -2.797 1.541 -2.969 0.03
H -1.743 0.221 -2.450 0.07
H -1.322 1.551 0.720 0.04
```

***

# C6H16

2 unconnected molecules or ions with the total composition C6H16 (ωB97M-V/def2-TZVPD, OMol25).

## Properties
**Spin multiplicity**: 1
**Highest occupied orbital energy**: -11.15 eV
**Total energy**: -238.1815 Eh
**Energy above the lowest of the compared OMol25 structures with the same formula, charge and spin**: 9.45 kcal per mole
**SMILES**: CC(C)C.CC
**Charge**: 0
**E_LUMO**: 0.0381 Ha

XYZ file:
```
22
Properties=species:S:1:pos:R:3:lowdin_charge:R:1
C 1.924 -0.836 -1.500 -0.08
C 1.198 -0.296 -0.259 -0.48
C 1.353 -1.336 0.840 -0.10
C 1.721 1.072 0.220 -0.08
H 2.902 -1.128 -1.195 0.06
H 2.027 -0.150 -2.333 0.07
H 1.390 -1.741 -1.778 0.08
H 0.148 -0.110 -0.474 0.08
H 2.408 -1.493 1.074 0.08
H 0.832 -1.112 1.767 0.07
H 0.999 -2.322 0.519 0.07
H 2.008 1.656 -0.664 0.07
H 0.944 1.648 0.719 0.07
H 2.634 1.001 0.807 0.07
C -3.032 0.862 0.980 -0.16
C -2.569 0.379 -0.418 -0.15
H -2.240 1.434 1.464 0.05
H -3.851 1.582 0.901 0.06
H -3.408 0.052 1.600 0.06
H -1.551 0.704 -0.590 0.03
H -2.605 -0.700 -0.532 0.06
H -3.234 0.833 -1.149 0.06
```

***

# C33H32N7O14

7 unconnected molecules or ions with the total composition C33H32N7O14 (ωB97M-V/def2-TZVPD, OMol25).

## Properties
**Spin multiplicity**: 1
**Highest occupied orbital energy**: -6.13 eV
**Total energy**: -2712.0586 Eh
**Energy above the lowest of the compared OMol25 structures with the same formula, charge and spin**: 94.81 kcal per mole
**Charge**: -1
**E_LUMO**: 0.0284 Ha

XYZ file:
```
86
Properties=species:S:1:pos:R:3:lowdin_charge:R:1
N 0.698 0.300 0.112 -0.66
O 1.752 0.158 0.709 -0.07
O 0.013 -0.719 -0.017 -0.08
O 0.405 1.368 -0.407 -0.04
C -2.622 5.423 1.590 -0.11
C -2.230 3.873 1.176 0.09
C -3.191 2.856 1.868 0.03
C -4.484 3.312 2.482 -0.08
C -4.814 4.806 2.563 0.04
C -3.779 5.812 2.051 -0.17
N -5.408 2.387 3.282 -0.35
O -6.585 2.783 3.530 0.01
O -5.161 1.276 3.048 0.09
H -1.985 6.335 1.164 0.13
H -1.400 3.539 0.591 0.05
H -3.169 1.829 1.884 0.03
H -5.788 4.987 2.978 0.07
H -4.257 6.957 2.029 0.16
C 4.196 -1.147 3.000 -0.06
C 2.914 -1.011 3.945 0.06
C 3.259 -1.052 5.480 0.01
C 4.699 -1.161 5.927 -0.11
C 5.818 -1.442 4.983 0.06
C 5.456 -1.345 3.459 -0.07
N 5.078 -0.972 7.410 -0.39
O 6.333 -0.741 7.688 -0.02
O 4.255 -1.081 8.149 0.14
H 4.097 -0.959 2.017 0.02
H 1.995 -0.752 3.338 0.09
H 2.434 -0.934 6.282 0.11
H 6.838 -1.554 5.181 0.06
H 6.221 -1.498 2.804 0.04
C -3.370 0.983 -3.611 -0.10
C -2.188 1.329 -2.781 0.04
C -1.774 2.847 -2.657 0.13
C -2.374 3.811 -3.732 -0.06
C -3.567 3.386 -4.607 0.03
C -3.939 1.902 -4.523 -0.09
N -1.761 5.157 -3.963 -0.34
O -1.315 5.763 -2.930 0.03
O -1.810 5.613 -5.106 0.05
H -3.621 -0.054 -3.714 0.07
H -1.712 0.564 -2.207 0.05
H -1.038 3.021 -2.229 -0.07
H -4.112 4.177 -5.172 0.10
H -4.687 1.664 -5.361 0.11
C 2.699 -3.345 -3.167 -0.06
C 1.612 -2.797 -2.378 0.00
C 0.096 -2.674 -2.797 0.13
C -0.198 -3.401 -4.202 -0.02
C 1.082 -4.077 -4.924 0.05
C 2.456 -3.899 -4.488 -0.05
N -1.550 -3.404 -4.733 -0.44
O -1.616 -3.842 -5.832 0.09
O -2.391 -2.787 -4.122 0.05
H 3.623 -3.482 -2.804 0.04
H 1.867 -2.127 -1.599 0.05
H -0.656 -2.186 -2.272 0.04
H 0.897 -4.424 -5.801 0.00
H 3.207 -4.369 -5.050 0.07
C -4.256 -3.140 -0.394 -0.10
C -3.442 -1.766 -0.266 0.02
C -2.915 -1.546 1.118 -0.01
C -3.333 -2.348 2.325 -0.11
C -4.303 -3.487 2.133 0.07
C -4.630 -3.892 0.638 -0.11
N -2.793 -2.133 3.715 -0.28
O -1.618 -1.513 3.864 -0.01
O -3.231 -2.820 4.651 0.04
H -4.564 -3.384 -1.412 0.08
H -3.221 -0.983 -1.029 0.07
H -2.178 -0.596 1.394 0.14
H -4.704 -4.071 2.897 0.06
H -5.347 -4.831 0.643 0.13
C 6.488 0.584 -2.220 -0.35
O 6.346 1.574 -2.958 -0.01
N 5.505 0.264 -1.372 -0.21
C 5.356 -1.161 -0.870 -0.07
C 4.582 1.178 -0.649 -0.01
H 7.185 -0.191 -2.214 0.10
H 5.889 -1.973 -1.749 0.14
H 4.296 -1.250 -0.523 0.07
H 6.241 -1.373 -0.034 0.11
H 4.928 2.117 -0.733 0.05
H 4.776 1.022 0.345 0.04
H 3.496 0.736 -0.837 0.13
```